1.
Here is C39H72F24N8O17S8 as an isolated structure from the Open Molecules 2025 dataset. Energies are from ωB97M-V/def2-TZVPD.

Results
* LUMO: -0.733 eV
* total charge: 0
* 2S+1: 1
* gap between HOMO and LUMO: 6.61 eV
* strongest force on any atom: 7.5 eV/Å

Element x y z (Å)
C1 -2.447563 2.438887 -2.657511
C2 -1.725221 1.626327 -1.466186
C3 -0.177944 1.441302 -1.801956
O1 0.480906 0.746300 -0.714419
C4 1.894709 0.652370 -0.908848
N1 -1.882196 2.424094 -0.208361
H1 -1.242433 1.896564 0.368280
H2 -1.503240 3.360168 -0.224429
H3 -2.630660 2.316709 0.461250
H4 -2.111980 2.167161 -3.658337
H5 -2.368270 3.525744 -2.634299
H6 -3.516834 2.228631 -2.681155
H7 -2.078812 0.601385 -1.354129
H8 0.280256 2.396252 -2.059305
H9 0.032170 0.867896 -2.704816
H10 2.379907 -0.113001 -0.303136
H11 2.421003 1.605827 -0.863867
H12 2.077060 0.317884 -1.930110
C5 3.856353 -2.137958 -3.196698
C6 4.674512 -3.364118 -3.563908
C7 4.661619 -4.570746 -2.414601
N2 5.696411 -5.747715 -2.689093
C8 5.781782 -6.176554 -4.205873
C9 4.410368 -6.691593 -4.713577
C10 3.952097 -7.914342 -3.921668
C11 3.944614 -7.630272 -2.351627
C12 5.351533 -7.003781 -1.997462
C13 7.075637 -5.255910 -2.218298
H13 4.349322 -1.575656 -2.403668
H14 2.820345 -2.401435 -2.983669
H15 3.784144 -1.469818 -4.054878
H16 5.706676 -3.194069 -3.870213
H17 4.361969 -3.905091 -4.457075
H18 3.667254 -5.017235 -2.415070
H19 4.840040 -4.264012 -1.383981
H20 6.184675 -5.255397 -4.626870
H21 6.594687 -6.893857 -4.318769
H22 3.637216 -5.923434 -4.730336
H23 4.643941 -7.070060 -5.708722
H24 2.952764 -8.161542 -4.279911
H25 4.612296 -8.752492 -4.144684
H26 3.039060 -7.037558 -2.222207
H27 3.714658 -8.539447 -1.796097
H28 5.216716 -6.580817 -1.001960
H29 6.281281 -7.561441 -2.110045
H30 7.862945 -5.903750 -2.603728
H31 7.005663 -5.141374 -1.136596
H32 7.207479 -4.263629 -2.649676
C14 3.965807 0.436474 2.404342
C15 3.600945 0.315730 3.908926
C16 2.113389 0.504766 4.213683
N3 1.789428 0.379170 5.726439
C17 0.259622 0.521805 6.032075
C18 -0.129199 2.000191 5.775451
C19 0.765483 3.159607 6.375822
C20 2.309301 2.811306 6.285995
C21 2.635928 1.350907 6.573663
C22 2.232559 -1.074648 6.036907
H33 5.038355 0.318401 2.250103
H34 3.642487 1.425563 2.079877
H35 3.684086 -0.343125 1.696569
H36 4.079713 1.138886 4.439293
H37 4.061250 -0.564497 4.357732
H38 1.497318 -0.304893 3.822507
H39 1.686409 1.433822 3.836017
H40 -0.382842 -0.116544 5.425576
H41 0.132383 0.378441 7.105085
H42 -0.078182 2.364397 4.749363
H43 -1.161498 2.249797 6.020722
H44 0.543258 4.086437 5.846945
H45 0.326626 3.359159 7.353408
H46 2.794662 3.059372 5.342072
H47 2.825449 3.327663 7.095346
H48 3.709371 1.161696 6.571084
H49 2.354958 1.147654 7.607030
H50 1.512588 -1.727886 5.543941
H51 2.066479 -1.191144 7.107854
H52 3.231546 -1.448572 5.812625
C23 -9.651057 -2.347094 1.760589
C24 -9.369512 -1.162866 0.771106
C25 -8.695159 -1.691372 -0.490504
N4 -8.323904 -0.683000 -1.562850
C26 -7.669121 0.625751 -0.934192
C27 -6.337964 0.353121 -0.344402
C28 -5.339578 -0.194261 -1.396375
C29 -5.958394 -1.436725 -2.017745
C30 -7.337803 -1.248908 -2.620439
C31 -9.557222 -0.161164 -2.270331
H53 -9.996996 -1.824292 2.652276
H54 -8.665694 -2.774929 1.945247
H55 -10.241052 -3.157203 1.331952
H56 -8.820716 -0.407195 1.333142
H57 -10.353399 -0.745735 0.556492
H58 -9.315627 -2.345920 -1.102618
H59 -7.815281 -2.283472 -0.238826
H60 -8.288916 1.156479 -0.211492
H61 -7.442411 1.368683 -1.698893
H62 -6.473188 -0.361995 0.467035
H63 -5.803173 1.147763 0.175835
H64 -4.444869 -0.400595 -0.809003
H65 -5.034020 0.511071 -2.169181
H66 -5.876244 -2.290528 -1.345167
H67 -5.333049 -1.806372 -2.830399
H68 -7.722463 -2.154004 -3.090478
H69 -7.371252 -0.464581 -3.376614
H70 -10.136192 -0.874447 -2.856935
H71 -9.166529 0.560741 -2.987479
H72 -10.277880 0.262841 -1.571067
C32 0.374720 5.075842 -3.176918
F1 -0.668442 4.420354 -3.766975
F2 1.423908 4.357386 -2.953314
F3 0.800926 6.014406 -4.029447
S1 -0.157068 5.993904 -1.465449
O2 0.782293 7.131205 -1.414444
O3 -1.537672 6.331957 -1.773238
N5 -0.207652 4.749569 -0.288258
S2 0.681842 5.321199 0.903202
O4 2.084799 5.352772 0.575737
O5 0.073396 6.501047 1.553444
C33 0.605416 3.891957 2.153304
F4 1.187708 2.877971 1.523444
F5 1.296279 4.313397 3.216001
F6 -0.683933 3.542823 2.533359
C34 -3.237839 -0.917930 2.127957
F7 -4.574119 -0.929793 2.005632
F8 -2.758070 -2.045236 2.659887
F9 -2.767133 -0.966166 0.855369
S3 -2.633628 0.662108 3.171491
O6 -3.321551 0.423380 4.460853
O7 -1.198925 0.537462 3.265961
N6 -3.281572 1.952135 2.179570
S4 -4.296203 2.643285 3.117652
O8 -5.510782 1.880060 3.237024
O9 -3.686250 3.298077 4.314431
C35 -4.858755 4.131170 1.965369
F10 -5.203862 3.660540 0.729620
F11 -6.008388 4.531544 2.560012
F12 -3.984558 5.131412 1.956821
C36 -1.928001 -1.589250 -5.226722
F13 -2.904399 -2.147989 -5.833502
F14 -1.392397 -0.721841 -6.063054
F15 -2.339120 -0.940399 -4.143913
S5 -0.541413 -2.894783 -4.732897
O10 -0.310770 -3.836108 -5.760422
O11 0.678914 -2.081350 -4.384963
N7 -1.293138 -3.785425 -3.402665
S6 -0.512201 -3.299854 -2.228970
O12 0.862341 -3.802564 -2.234088
O13 -0.513929 -1.886290 -1.842813
C37 -1.489626 -4.122475 -0.757383
F16 -2.616582 -3.457449 -0.865698
F17 -1.716475 -5.398950 -0.980254
F18 -0.947167 -4.012032 0.454896
C38 8.584555 6.434217 1.668682
F19 8.951114 7.720396 1.723090
F20 9.391677 5.672994 2.437922
F21 7.287370 6.368266 2.039794
S7 8.594811 5.871033 -0.263668
O14 7.796122 6.772246 -1.123842
O15 9.975794 5.849662 -0.654453
N8 7.791969 4.341756 -0.311169
S8 6.320867 4.560954 -0.713661
O16 5.544405 5.487820 0.090596
O17 6.138793 4.441361 -2.180176
C39 5.593565 2.819565 -0.089162
F22 6.319103 1.720561 -0.564580
F23 5.609249 2.909714 1.246732
F24 4.271756 2.713253 -0.454600

Cartesian forces (eV/Å) of the 2 atoms listed first:
-0.0441 -1.0588 0.5816
0.6610 1.2509 -3.0078

***

2.
Here is C39H73N2O3SeSi4TaTe as an isolated structure from the Open Molecules 2025 dataset. Energies are from ωB97M-V/def2-TZVPD.

Results
* LUMO: -6.232 eV
* total charge: +2
* 2S+1: 1
* gap between HOMO and LUMO: 6.97 eV
* strongest force on any atom: 1.0 eV/Å
* energy relative to the best compared isomer or geometry (same formula, charge and spin): 0.0000 eV

Element x y z (Å)
Ta1 0.206124 -0.783020 -1.392261
C1 -1.639797 -5.766362 3.912983
C2 -0.180911 -5.512388 3.505637
C3 0.545090 -6.855752 3.427607
C4 0.507079 -4.646161 4.571118
C5 -0.164662 -4.772851 2.171211
C6 -0.720937 -3.499208 2.083660
C7 -0.719581 -2.849097 0.872579
Se1 -1.463230 -1.075819 0.710805
C8 -0.292404 -0.113753 1.883583
C9 -0.581690 0.025625 3.221044
C10 0.320982 0.692288 4.051801
C11 1.462822 1.214494 3.461334
C12 1.775872 1.118476 2.097806
C13 0.864934 0.424631 1.315699
O1 1.045933 0.212918 -0.033005
C14 3.069753 1.790940 1.613524
C15 3.327017 1.703678 0.102656
C16 3.008669 3.284420 1.973903
C17 4.262209 1.134076 2.325512
C18 0.021571 0.812241 5.543666
C19 -0.086417 -0.598019 6.142690
C20 -1.308885 1.555632 5.731519
C21 1.115497 1.575199 6.290829
C22 -0.183185 -3.409116 -0.292662
O2 -0.258363 -2.634771 -1.446197
C23 0.404893 -4.670404 -0.236703
C24 0.372964 -5.309996 1.007771
C25 1.067110 -5.422670 -1.401851
C26 1.176228 -4.620479 -2.704131
C27 0.250333 -6.690220 -1.694467
C28 2.497064 -5.812612 -0.994196
H1 -1.673238 -6.282989 4.873002
H2 -2.199772 -4.835153 4.016218
H3 -2.147439 -6.387555 3.173311
H4 0.526702 -7.330231 4.408553
H5 0.060550 -7.537549 2.726244
H6 1.591299 -6.735934 3.138505
H7 0.539264 -5.184527 5.519023
H8 1.531931 -4.408602 4.278955
H9 -0.025403 -3.708948 4.743508
H10 -1.153338 -3.019480 2.952792
H11 -1.499779 -0.389078 3.617813
H12 2.165006 1.738914 4.092118
H13 2.522280 2.179578 -0.465205
H14 4.254957 2.237604 -0.110629
H15 3.447516 0.669893 -0.226538
H16 2.159934 3.767378 1.484273
H17 2.915586 3.444780 3.047109
H18 3.923119 3.780731 1.645411
H19 4.321895 0.070465 2.086320
H20 5.191350 1.610284 2.008810
H21 4.192390 1.232091 3.408435
H22 -0.890199 -1.175477 5.681374
H23 0.847837 -1.148197 6.014617
H24 -0.300629 -0.532378 7.210097
H25 -2.143743 1.020249 5.276306
H26 -1.526748 1.663032 6.794620
H27 -1.260774 2.553386 5.291239
H28 2.082080 1.072416 6.220606
H29 1.220859 2.597241 5.921324
H30 0.853215 1.634390 7.346973
H31 0.803114 -6.298770 1.062615
H32 0.203222 -4.348452 -3.109064
H33 1.763737 -3.711990 -2.546416
H34 1.691575 -5.238871 -3.441179
H35 -0.763880 -6.437036 -2.007810
H36 0.723734 -7.260712 -2.494875
H37 0.182333 -7.336227 -0.819456
H38 3.091516 -4.927116 -0.757418
H39 2.519189 -6.471711 -0.127627
H40 2.981198 -6.340269 -1.817189
C29 4.136482 1.115628 -4.368174
N1 3.229267 0.589972 -3.353294
C30 2.753288 -0.642450 -3.336068
N2 3.066770 -1.528506 -4.272523
O3 1.971099 -1.006456 -2.382362
H41 4.232871 2.185359 -4.212814
H42 3.726306 0.953454 -5.364902
H43 5.124191 0.659918 -4.290073
H44 3.014301 1.156299 -2.545338
H45 3.733913 -1.326545 -4.997779
H46 2.667345 -2.452124 -4.220454
C31 -0.930720 3.514350 0.303811
Si1 -2.616794 3.364744 -0.496365
C32 -3.629453 4.915183 -0.271533
C33 -3.517851 1.866097 0.159446
Si2 -2.307589 3.135792 -2.828395
Te1 -1.192233 0.731718 -2.844828
Si3 -0.533596 4.429686 -3.697012
C34 -0.993872 6.196929 -3.302328
C35 -0.413630 4.144212 -5.538358
C36 1.082559 3.964448 -2.856191
Si4 -4.174007 2.731788 -4.222385
C37 -4.902892 4.430168 -4.489679
C38 -5.352970 1.602181 -3.320862
C39 -3.588966 1.979661 -5.825327
H47 -1.039686 3.590036 1.389378
H48 -0.402653 4.405973 -0.039250
H49 -0.307430 2.639866 0.089894
H50 -3.855054 5.071219 0.786176
H51 -4.581233 4.853666 -0.802863
H52 -3.094182 5.798202 -0.626827
H53 -3.682861 1.973179 1.235084
H54 -2.938803 0.956500 -0.000327
H55 -4.491079 1.735167 -0.315657
H56 -2.014222 6.428461 -3.615192
H57 -0.326151 6.890385 -3.818974
H58 -0.912354 6.396597 -2.231758
H59 -1.297456 4.529940 -6.050158
H60 -0.319356 3.083520 -5.781928
H61 0.455830 4.666079 -5.945148
H62 1.194851 4.497151 -1.910471
H63 1.924870 4.242221 -3.495064
H64 1.138473 2.892507 -2.649472
H65 -5.168343 4.913460 -3.547304
H66 -5.814927 4.353174 -5.086566
H67 -4.212693 5.082604 -5.028642
H68 -5.796772 2.099350 -2.456309
H69 -4.861776 0.687946 -2.980578
H70 -6.167362 1.312530 -3.989229
H71 -3.004024 2.691183 -6.409469
H72 -4.451607 1.683377 -6.426902
H73 -2.982349 1.087103 -5.658892

Cartesian forces (eV/Å) of the 2 atoms listed first:
0.8510 -0.2048 0.5004
0.0130 0.0051 -0.0117

***

3.
Here is a 10-piece molecular cluster, C39H75FN9O3P2 overall from the Open Molecules 2025 dataset. Energies are from ωB97M-V/def2-TZVPD.

Results
* LUMO: 1.819 eV
* total charge: -1
* 2S+1: 1
* gap between HOMO and LUMO: 6.25 eV
* strongest force on any atom: 0.7 eV/Å

Element x y z (Å)
O1 -4.027436 -2.320202 -4.187366
P1 -3.575120 -3.127918 -3.007217
O2 -4.921286 -3.870173 -2.378743
O3 -2.781766 -4.470250 -3.541242
P2 -2.529038 -1.976681 -1.200381
C1 -1.540818 -0.948477 -2.481284
C2 -0.666810 -1.759393 -3.447996
C3 -1.008304 -1.522082 -4.896539
F1 -0.699560 -2.658457 -5.678167
H1 -5.654328 -3.264213 -2.551106
H2 -2.774261 -4.410008 -4.508841
H3 -3.712644 -1.096375 -1.329443
H4 -3.286292 -2.861523 -0.333948
H5 -1.399069 -2.936398 -1.191084
H6 -2.028226 -1.222145 -0.074069
H7 -2.222780 -0.277490 -3.014530
H8 -0.895169 -0.322335 -1.853787
H9 -0.749474 -2.835673 -3.241127
H10 0.378422 -1.486901 -3.283655
H11 -2.073781 -1.326936 -5.021046
H12 -0.422777 -0.699183 -5.317266
C4 -0.028298 2.577714 -0.176847
C5 1.465353 2.871636 -0.165513
C6 2.120565 2.816461 -1.551111
C7 2.041573 1.496615 -2.174717
N1 1.944751 0.463164 -2.665371
H13 -0.244485 1.561140 -0.511311
H14 -0.440220 2.682710 0.826591
H15 -0.557871 3.270204 -0.832886
H16 1.974667 2.173625 0.503558
H17 1.648186 3.873361 0.230257
H18 3.172042 3.101609 -1.489240
H19 1.633321 3.525159 -2.225269
C8 2.155264 -4.566825 0.006184
C9 1.554119 -3.548707 -0.952460
C10 1.618722 -2.117871 -0.412511
C11 0.789628 -1.935461 0.779536
N2 0.073998 -1.710601 1.649224
H20 1.609474 -4.597622 0.951464
H21 2.125012 -5.568022 -0.425197
H22 3.201129 -4.335517 0.219391
H23 0.514077 -3.788633 -1.177055
H24 2.097990 -3.568364 -1.898758
H25 1.260403 -1.410664 -1.161263
H26 2.650991 -1.849338 -0.171001
C12 0.133906 7.458242 -0.371748
C13 0.627298 8.414108 -1.445496
C14 1.703585 7.803375 -2.348572
C15 2.928048 7.475908 -1.616648
N3 3.888312 7.218740 -1.042264
H27 0.933339 7.166443 0.312243
H28 -0.661300 7.922138 0.208708
H29 -0.281119 6.550639 -0.815338
H30 1.018424 9.326288 -0.990425
H31 -0.210296 8.710276 -2.079845
H32 1.970582 8.488900 -3.154575
H33 1.330049 6.888367 -2.813892
C16 -0.675202 -0.349499 6.051810
C17 0.358207 -0.500544 4.945251
C18 0.877342 0.854682 4.454091
C19 -0.200039 1.658376 3.877969
N4 -1.045225 2.289237 3.423255
H34 -1.553978 0.194360 5.700363
H35 -1.016783 -1.318459 6.414202
H36 -0.254765 0.191510 6.901223
H37 -0.064903 -1.038697 4.095824
H38 1.213172 -1.075930 5.302197
H39 1.643835 0.717848 3.688972
H40 1.335418 1.416108 5.271215
C20 -2.476215 4.354613 -2.608514
C21 -3.898924 4.467940 -2.082113
C22 -4.509710 5.857891 -2.283441
C23 -3.776596 6.900613 -1.564536
N5 -3.202625 7.718847 -0.999670
H41 -1.805794 5.033359 -2.076260
H42 -2.110984 3.338291 -2.468005
H43 -2.421405 4.587407 -3.674254
H44 -3.919942 4.216468 -1.020257
H45 -4.541635 3.744966 -2.586299
H46 -5.544651 5.875034 -1.938583
H47 -4.518576 6.123678 -3.342961
C24 -6.912604 -8.441587 -3.439014
C25 -6.375388 -7.122390 -2.898296
C26 -4.849972 -7.100776 -2.760930
C27 -4.375566 -8.098590 -1.803811
N6 -4.017696 -8.912376 -1.075990
H48 -6.670902 -9.268997 -2.769388
H49 -7.997211 -8.407051 -3.551681
H50 -6.481438 -8.665993 -4.417384
H51 -6.822088 -6.905831 -1.925996
H52 -6.650666 -6.300907 -3.561538
H53 -4.536124 -6.103902 -2.453460
H54 -4.379035 -7.298440 -3.726047
C28 4.088005 -3.471451 -3.967356
C29 5.192246 -4.440231 -4.369281
C30 5.149792 -5.750785 -3.572823
C31 5.354676 -5.527821 -2.140941
N7 5.467710 -5.321847 -1.017248
H55 4.182623 -3.181384 -2.919850
H56 4.127160 -2.564032 -4.568958
H57 3.101579 -3.918474 -4.103527
H58 6.169783 -3.972595 -4.233712
H59 5.104258 -4.691950 -5.427800
H60 5.911835 -6.447893 -3.924546
H61 4.180578 -6.238110 -3.699251
C32 6.177302 1.051689 3.385826
C33 6.103326 -0.454942 3.594066
C34 4.673255 -0.945099 3.842772
C35 4.100693 -0.383583 5.067179
N8 3.651050 0.051788 6.029875
H62 5.831343 1.588551 4.270554
H63 7.200857 1.365876 3.182594
H64 5.558321 1.361254 2.541296
H65 6.733571 -0.749786 4.435185
H66 6.483730 -0.975888 2.713924
H67 4.637638 -2.032472 3.921780
H68 4.025015 -0.665646 3.008489
C36 -0.217805 4.554217 8.323135
C37 -0.488225 3.910095 6.970203
C38 -1.893590 3.310687 6.865389
C39 -2.094626 2.219326 7.819842
N9 -2.210400 1.324932 8.530904
H69 -0.286579 3.820481 9.127884
H70 0.780375 4.991312 8.353077
H71 -0.938732 5.348419 8.529081
H72 0.246151 3.125234 6.777009
H73 -0.380948 4.645368 6.171010
H74 -2.060883 2.912503 5.862189
H75 -2.653119 4.074616 7.045082

Cartesian forces (eV/Å) of the 2 atoms listed first:
0.0196 -0.0392 -0.0342
-0.1219 0.0042 -0.3493